82
Properties=species:S:1:pos:R:3:forces:R:3:mulliken_charge:R:1 method="wB97M-V/def2-TZVPD" relative_energy_ev=4.464 lumo_energy_ev=-1.19 mol_weight_g_mol=770.45 smiles="N#C[C@@H](I)[C@@H](I)C#N.CN(C)C=O.CN(C)C=O.CN(C)C=O.CN(C)C=O.CN(C)C=O.CN(C)C=O" spin_multiplicity=1 total_charge=0
N -0.885757 -1.747423 -0.138529 -8.9 8.7 -0.9 -0.46
C -1.831956 -0.838785 -0.256158 5.3 -7.1 -0.3 0.22
C -3.208195 0.002318 -0.696189 1.1 0.0 1.2 -0.38
I -3.809811 -0.459457 -2.779319 0.8 0.5 1.0 0.24
C -4.481259 -0.312775 0.288760 0.5 -2.3 0.3 -0.36
I -5.816949 1.416704 0.394551 0.6 -0.9 -0.3 0.16
C -5.305211 -1.638540 -0.212181 -4.6 -5.7 -4.6 0.19
N -5.992551 -2.580445 -0.808542 6.4 8.7 5.8 -0.44
H -2.941462 1.139987 -0.627223 -0.6 -2.3 -0.2 0.41
H -4.095487 -0.528330 1.372163 -0.9 0.5 -2.0 0.46
C -6.118113 -3.430904 -4.715495 0.0 0.0 -0.2 -0.90
N -5.451633 -3.479113 -6.000131 1.4 0.3 0.1 0.14
C -6.223414 -3.826658 -7.175243 0.3 0.0 -0.2 -0.96
C -4.107482 -3.205060 -6.139843 -0.6 -0.2 -0.6 0.15
O -3.482987 -3.227444 -7.192637 -0.7 0.0 0.7 -0.61
H -6.541171 -4.416045 -4.499055 -0.1 0.1 0.2 0.34
H -6.920490 -2.688934 -4.760729 0.0 -0.1 0.2 0.31
H -5.420574 -3.157030 -3.919084 -0.1 -0.1 -0.1 0.28
H -5.791659 -4.721778 -7.632795 -0.2 0.1 -0.1 0.29
H -6.169158 -3.002939 -7.893218 -0.1 -0.2 -0.1 0.30
H -7.267113 -4.015710 -6.909885 0.2 0.1 0.1 0.38
H -3.616812 -2.952720 -5.185329 -0.1 0.0 0.1 0.24
C 0.747167 -1.157987 -2.836564 0.2 0.0 -0.1 -0.87
N 1.951615 -1.278119 -3.631350 1.2 -0.4 0.8 0.18
C 1.880636 -1.009835 -5.052725 0.3 -0.1 -0.1 -0.99
C 3.162144 -1.639340 -3.078626 -0.5 0.2 -0.7 0.25
O 4.215667 -1.759290 -3.690650 -1.0 0.2 0.1 -0.67
H -0.002411 -1.854872 -3.222323 -0.1 0.1 0.2 0.33
H 0.371350 -0.133876 -2.916148 -0.2 -0.1 0.1 0.32
H 0.943392 -1.387571 -1.785553 0.0 0.0 -0.3 0.29
H 2.193137 -1.904255 -5.599863 0.0 0.2 -0.1 0.31
H 2.565111 -0.191503 -5.295155 -0.1 -0.1 -0.2 0.31
H 0.862694 -0.736984 -5.343945 0.2 -0.1 0.2 0.36
H 3.104138 -1.820001 -1.992566 -0.1 0.0 0.0 0.16
C 6.963790 -2.015894 -2.105284 -0.2 0.1 0.0 -0.46
N 7.043489 -1.666029 -0.702411 1.3 1.0 0.5 0.17
C 6.038402 -2.180654 0.204387 0.2 0.2 0.2 -1.03
C 8.044460 -0.859617 -0.203289 -0.9 -0.7 0.1 0.05
O 8.170817 -0.525539 0.967735 -0.2 -0.3 -0.6 -0.62
H 6.009335 -1.661330 -2.504817 0.2 -0.2 -0.1 0.25
H 7.020735 -3.103868 -2.202459 0.0 0.1 -0.3 0.27
H 7.781126 -1.561700 -2.672301 -0.1 -0.1 0.2 0.02
H 5.523231 -1.340159 0.678911 -0.1 -0.2 0.1 0.30
H 6.529789 -2.775786 0.979823 -0.2 0.0 0.0 0.33
H 5.314935 -2.800348 -0.332305 0.2 0.1 0.0 0.37
H 8.754533 -0.523884 -0.976987 -0.1 -0.1 -0.1 0.34
C 11.898254 -0.779079 -4.556835 0.0 -0.1 0.2 -0.92
N 11.014106 -1.802263 -4.038967 -1.1 -0.1 -0.8 0.15
C 11.374110 -2.481070 -2.811392 -0.3 -0.2 0.0 -0.84
C 9.842074 -2.150277 -4.676613 0.3 -0.3 0.6 0.07
O 9.051293 -3.003433 -4.294955 0.9 0.6 -0.1 -0.57
H 12.878129 -1.223928 -4.752487 0.0 0.2 -0.1 0.33
H 11.997801 0.013756 -3.809922 0.1 0.1 -0.2 0.33
H 11.506646 -0.351503 -5.484013 0.0 -0.1 0.2 0.29
H 11.460061 -3.553589 -3.009692 0.0 0.1 0.2 0.30
H 10.583947 -2.321835 -2.071641 0.2 -0.1 0.1 0.20
H 12.323287 -2.101063 -2.423937 -0.2 0.0 -0.2 0.38
H 9.664932 -1.573570 -5.599412 0.1 0.1 0.0 0.32
C -6.224766 4.217335 5.178434 0.2 -0.3 0.2 -0.86
N -6.192976 2.772826 5.082545 0.9 -0.8 -1.6 0.17
C -6.886384 1.990475 6.084760 0.1 -0.3 -0.2 -1.00
C -5.524418 2.119553 4.068824 -0.7 0.2 1.0 0.11
O -5.457369 0.905184 3.928523 -0.1 0.4 0.2 -0.64
H -5.783173 4.518509 6.132696 -0.3 -0.2 -0.8 0.45
H -7.265085 4.552155 5.133661 0.1 0.2 0.0 0.26
H -5.663574 4.679483 4.361537 -0.1 -0.2 0.0 0.27
H -6.166797 1.336985 6.586905 -0.2 0.0 0.1 0.31
H -7.641610 1.370467 5.592654 0.0 0.0 0.2 0.32
H -7.366805 2.642367 6.819400 0.1 0.0 -0.2 0.34
H -5.032403 2.808187 3.362262 -0.1 0.1 0.1 0.31
C -4.618069 6.805335 10.545762 0.0 -0.2 0.0 -0.91
N -4.909737 5.981146 9.391443 -0.8 0.8 -1.2 0.10
C -4.509266 4.589494 9.407219 -0.1 -0.1 -0.3 -0.88
C -5.555671 6.478568 8.279369 0.5 -0.4 0.8 0.12
O -5.832449 5.839269 7.272611 0.3 0.9 1.5 -0.59
H -3.536134 6.820609 10.705475 -0.1 0.1 0.2 0.33
H -5.112189 6.375193 11.421660 0.1 0.2 0.1 0.33
H -4.973764 7.829049 10.399717 0.0 -0.2 -0.1 0.29
H -3.828509 4.405453 8.570737 -0.1 -0.2 0.1 0.28
H -5.397017 3.962170 9.283489 0.2 -0.1 0.0 0.27
H -4.011391 4.341479 10.348533 -0.1 0.1 -0.2 0.37
H -5.815124 7.546084 8.372226 0.1 -0.1 0.1 0.25